C48H120N8O16 | wB97M-V/def2-TZVPD

Structure (XYZ):
```
192
Properties=species:S:1:pos:R:3:forces:R:3
C -3.9003 -4.4048 -2.0512 1.792 -0.463 0.235
O -4.2415 -3.4198 -1.1342 -1.749 0.469 0.580
C -5.6599 -3.4271 -0.9865 -0.781 2.284 -0.034
C -6.0890 -2.2473 -0.0543 1.990 -0.491 0.409
N -5.5519 -2.4294 1.3023 -1.347 -2.394 0.950
C -6.3924 -3.4063 2.0805 0.929 0.637 0.520
C -5.6923 -3.6287 3.3953 0.577 0.007 0.745
O -4.4276 -4.4036 3.3579 -1.655 1.388 -2.018
C -3.6277 -4.1976 4.4398 0.652 -0.686 3.022
H -4.0274 -4.1337 -3.0993 -0.601 0.087 -0.075
H -4.3658 -5.3513 -1.7766 -0.031 -0.175 -0.367
H -2.8236 -4.4923 -1.9058 0.120 -0.490 -0.214
H -6.0560 -4.3926 -0.6719 0.207 -0.170 0.322
H -6.1338 -3.1906 -1.9392 0.041 -0.238 -0.480
H -7.1529 -2.0119 -0.0259 -0.043 -0.398 -0.072
H -5.5594 -1.3312 -0.3159 -0.210 -0.024 -1.017
H -4.7519 -3.0442 1.2565 1.134 0.685 -0.721
H -6.5536 -4.4143 1.6982 -0.492 0.205 -0.996
H -7.2731 -2.8168 2.3355 -0.572 -0.745 -0.050
H -6.3291 -4.1559 4.1056 -0.155 0.076 0.081
H -5.5955 -2.5782 3.6696 0.973 -0.110 0.967
H -4.1832 -4.2634 5.3753 -0.712 0.180 0.269
H -3.0245 -3.3071 4.6166 -0.136 0.674 -1.133
H -2.9410 -5.0203 4.6391 0.184 -0.317 -0.933
C -1.3329 2.6853 9.1050 -0.486 0.904 -1.199
O -1.7343 3.9612 8.5597 0.732 -0.698 0.391
C -3.0934 4.0869 8.2353 -0.270 -0.480 0.672
C -3.3589 4.8335 6.9680 -0.785 1.003 0.636
N -3.4054 4.0511 5.8035 -1.326 -2.866 -2.989
C -2.2056 3.4022 5.2360 1.322 1.251 3.103
C -2.3367 2.3865 4.1102 -1.156 3.435 -0.168
O -2.9616 3.3019 3.1333 -2.373 -1.873 0.412
C -3.8484 2.5526 2.2390 1.691 1.110 -0.438
H -0.3769 2.8347 9.6068 -0.125 -0.128 -0.064
H -1.2460 2.0566 8.2188 0.340 -0.606 0.263
H -2.0764 2.2400 9.7661 -0.036 0.205 0.224
H -3.5790 4.4744 9.1310 -0.247 0.836 -0.126
H -3.6749 3.1787 8.0766 0.625 -0.921 -0.019
H -2.7936 5.7581 6.8517 0.357 0.267 0.313
H -4.4141 5.0681 7.1083 -0.100 0.765 0.002
H -3.8212 4.5213 5.0121 -0.400 0.306 0.311
H -1.7879 2.9815 6.1507 0.727 -0.487 -0.273
H -1.6473 4.3188 5.0456 1.299 -0.622 -0.960
H -2.9849 1.6080 4.5127 -0.055 -0.331 -0.720
H -1.4375 2.1155 3.5570 0.239 -0.884 1.112
H -4.6610 3.1813 1.8750 0.126 0.166 0.189
H -4.2637 1.6212 2.6237 0.256 0.094 0.293
H -3.1209 2.3979 1.4422 -0.750 -0.814 -0.762
C 6.4554 -3.7148 -2.3116 -0.013 0.401 0.106
O 5.1812 -4.2413 -1.9966 0.829 -0.660 0.195
C 4.3753 -3.4712 -1.1443 0.587 0.802 0.476
C 5.0012 -2.9785 0.1664 -1.397 -0.893 -0.595
N 5.2557 -4.0389 1.1428 -0.830 1.258 -2.028
C 5.8613 -3.4804 2.3004 1.146 -1.801 1.734
C 5.7381 -4.5469 3.4739 -0.182 1.791 -0.160
O 6.5831 -4.1869 4.5315 0.644 -0.833 0.367
C 7.6779 -5.0275 4.8584 0.760 1.156 0.849
H 6.3967 -2.7377 -2.7912 -0.372 0.001 -0.798
H 6.9795 -4.4577 -2.9128 -0.167 0.228 -0.106
H 7.1011 -3.4329 -1.4800 -0.056 -0.680 0.687
H 3.4687 -4.0526 -0.9764 -0.040 0.232 -0.098
H 4.2276 -2.4934 -1.6026 -0.847 0.050 -0.678
H 4.2267 -2.3126 0.5469 0.170 0.261 0.281
H 5.8506 -2.3862 -0.1739 0.488 0.236 0.633
H 5.8438 -4.6468 0.5909 0.451 -0.666 0.734
H 5.4538 -2.5125 2.5922 -0.603 -0.254 -0.007
H 6.9177 -3.2532 2.1568 0.471 -0.111 0.023
H 5.9191 -5.5753 3.1614 -0.106 0.067 -0.347
H 4.7635 -4.4313 3.9480 -0.506 -0.445 -0.665
H 7.7822 -6.0763 4.5807 -1.033 -0.059 -0.741
H 7.7046 -5.0416 5.9480 0.219 0.060 0.091
H 8.5746 -4.5210 4.5015 0.317 -0.138 0.048
C 1.4621 -4.5487 1.4961 0.341 -1.047 0.967
O 0.3002 -5.0330 0.8697 0.234 1.387 -0.285
C -0.6903 -3.9676 0.6758 -0.183 -1.663 -0.699
C -0.3183 -2.9707 -0.4763 0.403 -2.413 1.000
N 0.1265 -1.6655 -0.1076 -0.276 1.146 -0.953
C -0.9120 -0.6805 0.1372 1.586 2.578 1.539
C -0.2080 0.7622 0.3780 -0.250 -0.864 -0.815
O 0.1945 1.2148 -0.9294 0.014 -0.589 -0.253
C 0.9056 2.4496 -1.1121 -1.244 -0.384 1.180
H 1.2312 -4.3777 2.5475 -0.151 1.126 0.141
H 1.9578 -3.7328 0.9701 -0.168 0.209 0.201
H 2.1752 -5.3580 1.6530 0.127 -0.264 -0.846
H -0.9643 -3.5294 1.6355 0.325 0.426 0.047
H -1.4750 -4.6907 0.4532 -0.862 0.921 -0.573
H -0.9649 -2.9252 -1.3526 -0.827 -0.415 0.269
H 0.5983 -3.4328 -0.8430 0.036 -0.299 -0.321
H 0.4014 -1.4249 -1.0492 1.210 0.996 0.050
H -1.4290 -0.9531 1.0573 -0.369 0.122 -0.140
H -1.5736 -0.3824 -0.6761 -0.415 -0.858 -0.258
H 0.6565 0.7612 1.0419 0.146 -0.468 0.074
H -0.9457 1.4161 0.8431 -0.276 0.320 -0.174
H 0.1671 3.2184 -1.3394 0.154 0.152 -0.104
H 1.6217 2.3738 -1.9304 0.004 -0.255 0.156
H 1.3571 2.7386 -0.1631 0.503 0.053 -0.112
C -5.1873 -13.1345 -3.6293 0.800 -0.055 -0.073
O -3.8295 -12.9740 -3.1266 -0.637 -1.361 -0.595
C -3.5307 -11.6823 -2.6725 -2.365 -0.054 -0.421
C -4.1954 -11.4323 -1.3104 1.135 2.097 1.165
N -4.1752 -9.9465 -1.1430 0.192 -0.392 0.320
C -3.8813 -9.3883 0.1626 -0.167 -0.152 0.327
C -3.6646 -7.8992 -0.0279 0.375 0.693 -1.381
O -2.6472 -7.5655 -1.0909 -1.895 -0.327 1.923
C -1.3244 -7.5582 -0.6392 0.669 0.457 -0.097
H -5.3074 -12.6769 -4.6113 0.149 0.504 0.018
H -5.9677 -12.7756 -2.9583 0.229 0.274 0.195
H -5.4106 -14.1844 -3.8193 0.535 -0.161 0.374
H -3.9567 -11.0075 -3.4150 -0.427 0.560 0.090
H -2.4778 -11.4124 -2.7548 0.258 -0.764 0.704
H -3.6640 -11.9144 -0.4899 0.900 -0.094 -0.045
H -5.1957 -11.7625 -1.0304 -0.396 -0.212 -1.344
H -3.4436 -9.5237 -1.6963 0.016 -0.238 -0.664
H -3.0598 -9.8459 0.7138 0.839 -0.200 -0.349
H -4.6747 -9.5834 0.8842 -0.628 0.410 -0.164
H -3.4878 -7.3722 0.9097 0.532 -0.005 -0.011
H -4.5631 -7.4577 -0.4590 -0.127 -0.162 0.023
H -0.7741 -6.8863 -1.2978 0.218 -0.519 -0.542
H -0.9304 -8.5743 -0.6180 0.393 0.036 0.001
H -1.1196 -7.0477 0.3018 -0.605 -0.287 0.571
C -4.0420 9.9317 -7.0248 0.986 -2.068 0.170
O -3.8514 9.0409 -5.8863 0.229 2.233 -0.211
C -4.3486 9.6023 -4.6776 -0.945 -1.926 0.424
C -4.6141 8.3812 -3.7780 0.093 1.266 -0.372
N -3.2933 7.8022 -3.5314 -1.561 -0.518 0.469
C -3.3820 6.3228 -3.4530 -0.135 1.516 -1.396
C -2.0605 5.7824 -3.0973 0.180 -2.767 1.090
O -1.2344 5.3165 -4.1811 0.605 1.046 0.404
C -0.0492 4.7007 -3.6369 -0.820 -0.223 -0.615
H -5.1168 9.8901 -7.2010 0.182 0.514 -0.666
H -3.3970 9.4250 -7.7426 -0.829 -0.276 -0.732
H -3.5675 10.9118 -7.0734 -0.422 0.429 1.212
H -5.3074 10.1000 -4.8233 0.098 0.450 -0.235
H -3.6249 10.2061 -4.1301 0.106 0.455 -0.368
H -5.3191 7.6909 -4.2413 0.076 -0.163 -0.513
H -5.1818 8.7820 -2.9382 0.490 -0.234 0.808
H -2.7993 8.0938 -4.3628 0.619 -0.624 -0.054
H -3.7162 5.8752 -4.3890 0.084 0.022 -0.534
H -4.1941 6.0277 -2.7885 0.408 0.236 0.643
H -2.2843 4.8548 -2.5705 -0.021 -0.338 0.549
H -1.6045 6.4074 -2.3295 0.676 0.348 -0.470
H 0.7102 4.5632 -4.4067 0.021 0.812 -0.154
H -0.2456 3.6596 -3.3805 -0.456 -0.026 0.516
H 0.2895 5.2608 -2.7654 0.319 -0.108 -0.061
C 10.4767 5.1873 -6.4257 -0.961 -0.631 0.382
O 9.1278 5.1984 -5.9614 -0.360 0.454 -0.901
C 8.8279 4.2415 -4.9723 -0.309 -0.720 -0.301
C 8.6543 2.7732 -5.5799 -0.040 2.538 -0.729
N 7.7664 2.7995 -6.8259 -0.079 -1.953 1.527
C 6.4198 3.3988 -6.6369 1.029 0.205 1.457
C 5.5817 2.8832 -5.3986 -0.227 1.833 0.985
O 5.8079 3.7924 -4.2478 0.445 0.039 -0.404
C 5.2078 3.4279 -3.0176 -0.533 -0.696 -0.709
H 11.0445 5.3907 -5.5177 0.891 0.063 -0.500
H 10.6153 5.8721 -7.2623 -0.202 0.596 0.558
H 10.7093 4.2314 -6.8950 0.302 -0.423 0.424
H 7.8997 4.5414 -4.4859 -0.149 0.040 -0.473
H 9.5450 4.3301 -4.1562 0.591 -0.546 0.037
H 8.3315 2.1641 -4.7356 -0.671 -0.297 -0.476
H 9.6440 2.4004 -5.8439 -0.142 -0.107 -0.353
H 8.1507 3.3543 -7.5773 0.735 -0.083 0.306
H 5.8764 3.4017 -7.5818 -0.155 -0.623 0.154
H 6.7518 4.4301 -6.5174 -1.379 0.636 0.743
H 5.7152 1.8725 -5.0130 0.658 -0.272 -0.557
H 4.5049 2.9833 -5.5351 -0.106 -0.107 -0.785
H 4.1189 3.4765 -3.0143 -0.417 0.237 -0.498
H 5.4919 4.0837 -2.1946 0.622 -0.058 -0.312
H 5.3999 2.3743 -2.8148 0.437 -0.125 0.434
C 1.2380 7.3731 -0.5974 -0.864 1.551 -1.942
O 0.5292 6.2142 -0.2880 1.422 0.172 0.640
C 0.4287 6.1890 1.1021 -3.023 -1.439 1.148
C -0.4280 4.9268 1.4318 -0.226 -1.366 0.206
N -0.1464 4.3194 2.6980 1.333 -0.260 1.150
C 1.1400 3.6479 2.8394 -0.117 0.721 0.799
C 1.4147 3.3651 4.3155 1.227 3.385 -0.558
O 0.7538 2.3315 4.8021 -0.953 -4.913 2.573
C 1.0704 2.1297 6.2259 -0.607 1.289 -0.832
H 2.1962 7.5972 -0.1285 0.141 -0.778 0.324
H 0.5925 8.2290 -0.4001 -0.063 0.351 0.353
H 1.3411 7.4180 -1.6816 0.379 -0.236 -0.073
H -0.3296 6.8714 1.4859 0.387 1.345 -0.381
H 1.3239 6.4247 1.6776 0.409 -0.731 -0.262
H -0.4111 4.1765 0.6413 0.657 0.053 -0.596
H -1.4898 5.1731 1.4422 0.016 0.469 0.103
H -0.8288 3.7501 3.1779 -0.450 0.709 -0.845
H 1.9115 4.3429 2.5078 0.168 -0.092 -0.140
H 1.2548 2.7142 2.2889 -0.077 -0.241 -0.322
H 1.0471 4.1788 4.9407 0.246 1.274 -0.389
H 2.4867 3.3452 4.5117 0.499 -0.435 -0.179
H 0.4753 1.3419 6.6879 0.036 -0.027 -0.547
H 0.8409 3.0817 6.7047 -0.509 0.141 0.293
H 2.1252 2.0331 6.4832 0.300 -0.592 -0.749
```
Forces are in eV/Å.

Values from the calculation:
largest force on an atom: 0.10943 hartree/bohr
E_tot: -96382.51949 eV
relative energy (zero: lowest compared OMol25 entry of this formula, charge and spin): 10.219 eV
HOMO energy: -8.144 eV
SMILES: COCCNCCOC.COCCNCCOC.COCCNCCOC.COCCNCCOC.COCCNCCOC.COCCNCCOC.COCCNCCOC.COCCNCCOC